(P)
Molecular formula: C61H39F4N7O8PS2Ti
Method: DFT, ωB97M-V/def2-TZVPD

```
123
Properties=species:S:1:pos:R:3
Ti 0.82 0.18 -1.89
O 4.00 -1.24 0.27
C 3.23 -1.21 -0.66
O 1.98 -0.80 -0.60
C 3.57 -1.82 -1.98
C 4.45 -2.87 -2.10
C 4.49 -3.59 -3.30
C 3.58 -3.36 -4.30
C 2.67 -2.32 -4.17
C 2.76 -1.43 -3.06
O 2.10 -0.29 -3.00
N 1.55 -2.25 -5.06
O 1.61 -2.84 -6.13
O 0.54 -1.68 -4.68
N 5.43 -4.68 -3.44
O 5.50 -5.25 -4.51
O 6.11 -4.98 -2.47
H 5.09 -3.16 -1.28
H 3.53 -4.01 -5.16
C 1.22 1.35 -5.33
C 0.74 2.45 -4.44
C 0.19 3.60 -5.03
C -0.27 4.62 -4.26
C -0.16 4.53 -2.86
C -0.60 5.55 -2.00
C -0.44 5.41 -0.65
C 0.20 4.28 -0.12
C 0.63 3.26 -0.94
S 1.49 1.89 -0.30
C 0.44 3.36 -2.34
N 0.86 2.32 -3.12
H 1.25 1.68 -6.36
H 0.53 0.50 -5.25
H 2.20 1.01 -5.02
H 0.14 3.66 -6.11
H -0.70 5.51 -4.70
H -1.08 6.42 -2.42
H -0.81 6.18 0.02
H 0.38 4.19 0.94
C -0.14 3.61 4.47
C 1.12 3.97 4.02
C 1.96 3.02 3.44
C 1.55 1.70 3.32
C 0.26 1.36 3.74
C -0.57 2.30 4.32
P 2.54 0.40 2.45
C 4.23 1.10 2.71
C 5.06 0.78 3.78
C 6.31 1.36 3.90
C 6.75 2.27 2.95
C 5.93 2.59 1.87
C 4.68 2.00 1.75
C 2.51 -0.91 3.76
C 2.26 -0.65 5.11
C 2.27 -1.68 6.04
C 2.52 -2.98 5.64
C 2.76 -3.26 4.30
C 2.77 -2.23 3.37
H -0.79 4.34 4.94
H 1.46 4.99 4.13
H 2.94 3.32 3.09
H -0.08 0.34 3.64
H -1.57 2.02 4.63
H 4.72 0.07 4.53
H 6.94 1.11 4.74
H 7.73 2.72 3.05
H 6.28 3.29 1.12
H 4.05 2.24 0.91
H 2.06 0.36 5.43
H 2.09 -1.45 7.08
H 2.53 -3.78 6.37
H 2.96 -4.27 3.98
H 3.00 -2.43 2.33
F -5.72 2.53 -1.17
C -5.55 1.20 -1.10
C -6.58 0.45 -0.59
F -7.70 1.09 -0.22
C -6.52 -0.95 -0.47
C -5.29 -1.50 -0.87
C -4.26 -0.74 -1.37
F -3.13 -1.37 -1.72
C -4.34 0.65 -1.53
C -3.25 1.43 -2.09
C -2.04 0.91 -2.44
N -0.95 0.61 -2.78
C -3.31 2.83 -2.29
N -3.29 3.97 -2.49
F -5.09 -2.83 -0.76
C -7.61 -1.76 0.00
C -8.84 -1.23 0.46
N -9.86 -0.88 0.86
C -7.59 -3.17 -0.01
N -7.64 -4.33 -0.01
O -0.46 -0.55 -0.63
S -0.10 -1.11 0.75
C 0.21 -2.92 0.51
C -0.65 -3.57 -0.51
C -1.66 -4.45 -0.14
C -2.42 -5.09 -1.11
C -2.19 -4.84 -2.45
C -1.19 -3.96 -2.83
C -0.43 -3.33 -1.87
C -1.77 -1.31 1.45
C -2.54 -0.01 1.57
C -2.00 1.24 1.32
C -2.78 2.38 1.41
C -4.12 2.29 1.76
C -4.66 1.05 2.05
C -3.88 -0.09 1.96
H 0.10 -3.34 1.51
H 1.26 -2.97 0.21
H -1.84 -4.66 0.91
H -3.21 -5.78 -0.81
H -2.80 -5.33 -3.20
H -1.01 -3.77 -3.88
H 0.36 -2.65 -2.17
H -1.64 -1.79 2.42
H -2.30 -2.00 0.78
H -0.96 1.35 1.04
H -2.34 3.34 1.19
H -4.73 3.17 1.79
H -5.70 0.96 2.33
H -4.32 -1.06 2.17
```

**Highest occupied orbital energy**: -3.9 eV
**Charge**: -1

Löwdin population analysis, charges in e, atoms 1 to 99: 0.94 0.09 -0.53 -0.33 -0.03 0.11 -0.13 0.10 -0.05 -0.21 -0.16 -0.32 0.10 0.06 -0.36 0.08 0.08 0.14 0.14 -0.02 -0.29 -0.01 0.01 -0.17 -0.05 -0.07 -0.09 -0.55 0.80 -0.24 0.07 0.08 0.07 0.08 0.11 0.12 0.11 0.11 0.10 -0.09 -0.09 -0.09 -0.37 -0.13 -0.08 1.08 -0.36 -0.07 -0.09 -0.10 -0.09 -0.12 -0.37 -0.10 -0.08 -0.09 -0.09 -0.10 0.10 0.10 0.09 0.10 0.11 0.09 0.10 0.10 0.10 0.07 0.11 0.10 0.10 0.10 0.09 0.09 -0.18 -0.17 0.09 -0.07 -0.17 -0.17 0.09 -0.06 -0.15 -0.11 0.08 -0.20 0.17 0.08 -0.22 -0.27 0.10 -0.28 0.10 -0.60 1.05 -0.23 -0.27 -0.04 -0.06



(Q)
Molecular formula: C61H39F4N7O8PS2Ti
Method: DFT, ωB97M-V/def2-TZVPD

```
123
Properties=species:S:1:pos:R:3
Ti 0.40 -0.81 0.11
O -0.48 -2.10 3.76
C 0.06 -1.39 2.94
O -0.35 -1.31 1.71
C 1.18 -0.46 3.31
C 1.44 -0.28 4.65
C 2.38 0.66 5.06
C 3.01 1.46 4.13
C 2.74 1.32 2.79
C 1.84 0.31 2.32
O 1.65 0.07 1.05
N 3.31 2.28 1.89
O 2.88 2.36 0.77
O 4.18 3.02 2.32
N 2.64 0.85 6.47
O 3.43 1.72 6.79
O 2.05 0.14 7.26
H 0.91 -0.87 5.39
H 3.71 2.22 4.45
C 2.39 -3.18 1.66
C 1.20 -3.88 1.08
C 1.00 -5.24 1.40
C -0.08 -5.90 0.89
C -0.97 -5.23 0.03
C -2.09 -5.87 -0.55
C -2.91 -5.17 -1.38
C -2.65 -3.83 -1.68
C -1.56 -3.16 -1.14
S -1.30 -1.50 -1.57
C -0.70 -3.87 -0.25
N 0.37 -3.23 0.30
H 2.25 -3.04 2.74
H 2.55 -2.21 1.19
H 3.28 -3.78 1.53
H 1.70 -5.74 2.05
H -0.26 -6.95 1.12
H -2.27 -6.91 -0.32
H -3.77 -5.65 -1.83
H -3.28 -3.28 -2.37
C -2.25 1.00 -5.10
C -1.12 0.20 -5.17
C -0.17 0.24 -4.17
C -0.31 1.09 -3.08
C -1.47 1.86 -3.00
C -2.42 1.82 -4.00
P 0.88 1.20 -1.67
C 2.56 1.19 -2.45
C 3.48 2.19 -2.13
C 4.78 2.15 -2.63
C 5.19 1.12 -3.45
C 4.29 0.11 -3.77
C 3.00 0.14 -3.27
C 0.70 3.00 -1.37
C 0.97 3.90 -2.41
C 0.89 5.26 -2.19
C 0.52 5.75 -0.94
C 0.22 4.86 0.08
C 0.31 3.49 -0.13
H -2.99 0.97 -5.89
H -0.98 -0.48 -6.01
H 0.68 -0.42 -4.25
H -1.63 2.50 -2.14
H -3.31 2.44 -3.92
H 3.21 2.99 -1.47
H 5.47 2.93 -2.35
H 6.20 1.08 -3.82
H 4.59 -0.70 -4.42
H 2.35 -0.69 -3.50
H 1.26 3.52 -3.38
H 1.13 5.95 -2.99
H 0.48 6.81 -0.76
H -0.07 5.24 1.06
H 0.09 2.79 0.66
F 3.03 -6.25 -3.46
C 3.96 -5.65 -2.70
C 5.15 -6.30 -2.50
F 5.32 -7.49 -3.10
C 6.19 -5.78 -1.70
C 5.89 -4.52 -1.13
C 4.70 -3.88 -1.34
F 4.50 -2.68 -0.74
C 3.68 -4.40 -2.14
C 2.42 -3.69 -2.36
C 2.10 -2.53 -1.73
N 1.71 -1.54 -1.21
C 1.38 -4.14 -3.20
N 0.49 -4.45 -3.88
F 6.79 -3.93 -0.33
C 7.43 -6.45 -1.48
C 8.51 -5.90 -0.76
N 9.45 -5.51 -0.20
C 7.70 -7.76 -1.95
N 7.99 -8.83 -2.28
O -1.18 0.79 0.36
S -2.54 1.03 1.00
C -3.34 -0.65 0.91
C -4.52 -1.05 1.74
C -4.47 -2.26 2.42
C -5.57 -2.73 3.11
C -6.74 -1.98 3.15
C -6.79 -0.76 2.49
C -5.70 -0.30 1.78
C -2.10 1.38 2.77
C -3.19 1.40 3.79
C -4.11 2.44 3.81
C -5.13 2.46 4.75
C -5.23 1.44 5.68
C -4.31 0.41 5.68
C -3.29 0.39 4.74
H -2.52 -1.33 1.09
H -3.61 -0.70 -0.14
H -3.55 -2.84 2.40
H -5.51 -3.68 3.63
H -7.60 -2.35 3.70
H -7.70 -0.17 2.52
H -5.75 0.65 1.26
H -1.66 2.38 2.69
H -1.32 0.67 3.02
H -4.03 3.24 3.08
H -5.84 3.28 4.75
H -6.04 1.45 6.40
H -4.38 -0.38 6.41
H -2.57 -0.42 4.74
```

**Highest occupied orbital energy**: -3.7 eV
**Charge**: -1

Löwdin population analysis, charges in e, atoms 1 to 99: 0.84 0.10 -0.56 -0.17 -0.05 0.10 -0.12 0.10 -0.03 -0.18 -0.18 -0.32 0.09 0.09 -0.36 0.08 0.08 0.14 0.14 0.01 -0.28 0.01 0.01 -0.15 -0.04 -0.08 -0.11 -0.56 0.76 -0.21 0.08 0.10 0.06 0.10 0.12 0.12 0.11 0.10 0.10 -0.09 -0.07 -0.11 -0.38 -0.11 -0.08 1.13 -0.31 -0.10 -0.07 -0.08 -0.07 -0.10 -0.37 -0.09 -0.07 -0.08 -0.08 -0.10 0.10 0.11 0.09 0.10 0.10 0.08 0.10 0.10 0.11 0.07 0.12 0.10 0.10 0.10 0.08 0.09 -0.16 -0.16 0.09 -0.07 -0.16 -0.17 0.08 -0.07 -0.15 -0.17 0.01 -0.22 0.16 0.09 -0.22 -0.28 0.10 -0.27 0.10 -0.69 1.04 -0.26 -0.26 -0.03 -0.07



Relative to the most stable structure, the computed energies are (P) 0.0; (Q) 43.9, all in kJ/mol.



(P)
Molecular formula: C3H3FO
Method: DFT, ωB97M-V/def2-TZVPD

```
8
Properties=species:S:1:pos:R:3
C 0.63 -0.03 -0.89
C -1.36 -0.12 1.61
C 0.13 0.78 0.00
O -1.71 -1.22 1.47
F 0.38 2.05 0.25
H 1.36 0.29 -1.62
H 0.30 -1.05 -0.93
H -1.59 0.64 2.35
```

**Highest occupied orbital energy (alpha / beta)**: -8.9 / -8.9 eV

How is the electron density shared among the atoms? According to Löwdin, the charges in e are: -0.01 -0.04 -0.22 0.07 0.02 0.06 0.05 0.08



(Q)
Molecular formula: C3H3FO
Method: DFT, ωB97M-V/def2-TZVPD

```
8
Properties=species:S:1:pos:R:3
C -2.41 0.26 -0.86
C 0.96 0.58 0.05
C 0.51 -0.65 0.34
O -1.90 0.41 0.14
F 0.90 -1.72 -0.37
H 1.74 0.71 -0.74
H 0.43 1.37 0.39
H -0.23 -0.97 1.05
```

**Highest occupied orbital energy**: -9.9 eV

How is the electron density shared among the atoms? According to Löwdin, the charges in e are: 0.05 0.02 -0.25 -0.02 0.00 0.09 0.01 0.10



Relative to the most stable structure, the computed energies are (P) 238.8; (Q) 0.0, all in kJ/mol.



(P)
Molecular formula: C3H4ClF
Method: DFT, ωB97M-V/def2-TZVPD

```
9
Properties=species:S:1:pos:R:3
C 1.15 -0.03 0.00
C -0.20 -0.52 -0.03
C -1.14 0.24 -0.02
F -0.88 1.53 -0.03
Cl -2.85 -0.03 0.00
H 1.73 -0.22 -0.94
H 0.97 0.98 0.21
H 1.63 -0.37 0.93
H -0.41 -1.58 -0.12
```

**Highest occupied orbital energy**: -9.8 eV
**SMILES**: C/C=C(\F)Cl

How is the electron density shared among the atoms? According to Löwdin, the charges in e are: -0.07 -0.23 -0.83 0.02 0.72 0.11 0.05 0.10 0.13



(Q)
Molecular formula: C3H4ClF
Method: DFT, ωB97M-V/def2-TZVPD

```
9
Properties=species:S:1:pos:R:3
C -1.07 -0.60 0.00
C -0.11 0.53 -0.16
C 1.22 0.46 -0.13
F 1.84 1.63 0.00
Cl 2.43 -0.84 -0.03
H -1.53 -0.46 0.94
H -1.84 -0.70 -0.80
H -0.62 -1.56 0.00
H -0.31 1.55 0.18
```

**Highest occupied orbital energy**: -9.5 eV
**SMILES**: C/C=C(/F)Cl

How is the electron density shared among the atoms? According to Löwdin, the charges in e are: -0.09 -0.14 -0.72 -0.01 0.65 0.06 0.09 0.05 0.12



Relative to the most stable structure, the computed energies are (P) 40.8; (Q) 0.0, all in kJ/mol.